This record from OMol25 describes C15H14CuI2N3O4S3 as an isolated structure at a distorted geometry. The level of theory is the ωB97M-V functional and the def2-TZVPD basis.

Total charge: 0
LUMO (eV): -0.395
DFT total energy (eV): -121791.1512
Molar mass (g/mol): 713.849
Energy relative to the best compared isomer or geometry (same formula, charge and spin) (eV): 0.058

Positions of all 42 atoms, in Å:
Cu (-0.615, -0.229, 1.057)
C (-2.750, -0.283, 4.007)
C (-1.272, -0.265, 4.154)
N (-0.429, -0.332, 3.177)
C (0.880, -0.274, 3.586)
C (1.033, -0.168, 4.933)
S (-0.495, -0.137, 5.701)
C (1.923, -0.276, 2.568)
C (3.265, -0.188, 2.771)
S (4.093, -0.177, 1.274)
C (2.574, -0.287, 0.440)
N (1.556, -0.334, 1.241)
C (2.514, -0.297, -1.046)
H (-2.996, -0.310, 2.948)
H (-3.198, 0.601, 4.463)
H (-3.170, -1.169, 4.483)
H (1.942, -0.097, 5.507)
H (3.802, -0.132, 3.703)
H (3.499, -0.483, -1.469)
H (2.151, 0.668, -1.410)
H (1.825, -1.066, -1.385)
I (-1.170, -2.724, 0.426)
I (-2.039, -3.789, 2.877)
O (-1.442, 1.825, 1.433)
H (-2.390, 1.757, 1.279)
H (-1.089, 2.223, 0.606)
O (-0.609, 2.409, -1.140)
C (-0.778, 1.308, -1.657)
N (-1.209, 0.203, -1.001)
S (-1.262, -1.074, -1.969)
O (-2.573, -1.617, -2.134)
O (-0.238, -2.054, -1.540)
C (-0.668, -0.288, -3.445)
C (-0.432, -0.766, -4.715)
C (-0.006, 0.150, -5.671)
C (0.168, 1.491, -5.346)
C (-0.068, 1.953, -4.057)
C (-0.489, 1.042, -3.106)
H (-0.564, -1.811, -4.960)
H (0.182, -0.187, -6.682)
H (0.483, 2.190, -6.111)
H (0.061, 2.993, -3.790)

---

This record from OMol25 describes the molecule C15H14F3N5O2 at a distorted geometry. The level of theory is the ωB97M-V functional and the def2-TZVPD basis.

Total charge: 0
LUMO (eV): -0.239
DFT total energy (eV): -35480.6043
SMILES: Cn1cnc(-c2nccc3c(O)nc(OCCCC(F)(F)F)nc23)c1
Molar mass (g/mol): 353.304
Energy relative to the best compared isomer or geometry (same formula, charge and spin) (eV): 0.000

Positions of all 39 atoms, in Å:
F (4.090, 2.201, 1.668)
F (3.145, 1.147, 3.332)
F (3.633, 3.316, 3.553)
N (-0.387, -0.412, -1.741)
N (-1.050, -3.364, 0.521)
N (-1.737, 0.781, 3.231)
N (-0.984, 0.268, 1.048)
O (-2.291, -0.840, 4.648)
O (-1.227, 2.468, 1.640)
C (-0.105, -0.701, -3.002)
C (-0.501, -1.708, -1.124)
C (-0.260, -2.695, -2.047)
C (-1.336, 1.154, 1.982)
C (-1.378, -3.803, 1.745)
C (-0.920, -2.020, 0.256)
C (-1.819, -0.502, 3.449)
C (-1.694, -2.864, 2.729)
C (-1.123, -1.024, 1.251)
C (-1.551, -1.485, 2.498)
N (0.020, -2.068, -3.240)
C (0.156, -2.641, -4.569)
C (3.218, 2.341, 2.697)
C (-0.621, 3.299, 2.669)
C (1.855, 2.659, 2.095)
C (0.737, 2.755, 3.179)
H (-2.341, -0.004, 5.127)
H (0.052, 0.034, -3.760)
H (-0.354, -3.780, -1.868)
H (-1.436, -4.857, 1.938)
H (-2.038, -3.321, 3.634)
H (-0.643, -2.252, -5.195)
H (1.122, -2.362, -4.997)
H (0.140, -3.738, -4.543)
H (-0.489, 4.335, 2.256)
H (-1.316, 3.449, 3.492)
H (1.848, 3.585, 1.542)
H (1.602, 1.857, 1.393)
H (1.095, 3.437, 3.981)
H (0.590, 1.749, 3.572)

---

This record from OMol25 describes C15H14FeNO3 as an isolated structure at a distorted geometry. The level of theory is the ωB97M-V functional and the def2-TZVPD basis.

Spin multiplicity: 5
Total charge: +1
LUMO (spin up / spin down) (eV): -3.432 / -7.473
DFT total energy (eV): -57789.2464
Molar mass (g/mol): 312.126
Energy relative to the best compared isomer or geometry (same formula, charge and spin) (eV): 0.410

Positions of all 34 atoms, in Å:
O (3.757, -1.494, 0.398)
C (3.325, -0.420, 0.338)
Fe (3.028, 1.303, 0.286)
C (4.245, 1.629, 1.488)
O (5.217, 1.738, 2.124)
C (4.230, 1.592, -0.988)
O (5.216, 1.631, -1.603)
C (0.967, 0.792, -0.798)
C (0.455, 0.452, 0.547)
C (1.425, 1.055, 1.507)
C (1.597, 2.458, 1.378)
C (1.612, 2.972, 0.080)
C (1.453, 2.077, -1.006)
H (0.853, 0.106, -1.633)
H (-0.557, 0.874, 0.725)
H (0.324, -0.626, 0.698)
H (1.581, 0.561, 2.468)
H (1.847, 3.079, 2.243)
H (1.863, 4.017, -0.112)
H (1.679, 2.463, -2.007)
N (-0.918, -1.503, -0.907)
C (-2.256, -1.723, -0.610)
C (-2.636, -2.407, 0.566)
C (-3.993, -2.578, 0.868)
C (-4.981, -2.092, 0.002)
C (-4.605, -1.420, -1.169)
C (-3.254, -1.228, -1.478)
H (-0.705, -1.230, -1.860)
H (-0.265, -2.213, -0.567)
H (-1.862, -2.800, 1.233)
H (-4.284, -3.089, 1.787)
H (-6.035, -2.233, 0.238)
H (-5.370, -1.036, -1.845)
H (-2.952, -0.706, -2.390)

---

This record from OMol25 describes the molecule C15H14N2O2S at a distorted geometry. The level of theory is the ωB97M-V functional and the def2-TZVPD basis.

Total charge: 0
LUMO (eV): 0.439
DFT total energy (eV): -33690.7763
SMILES: CN(CC(=O)O)c1ccc2c(c1)-c1cccnc1SC2
Molar mass (g/mol): 286.356
Energy relative to the best compared isomer or geometry (same formula, charge and spin) (eV): 3.065

Positions of all 34 atoms, in Å:
O (4.758, -1.603, 0.125)
N (-4.554, 1.426, 1.367)
O (4.421, -2.327, -1.907)
S (-2.402, 1.725, 3.104)
C (3.976, -2.034, -0.673)
C (-5.087, 1.303, 0.188)
C (-3.218, 1.351, 1.531)
C (-4.415, 1.048, -0.842)
C (-3.074, 0.846, -0.800)
C (1.811, 0.161, 0.772)
C (-0.295, -0.222, -0.283)
C (1.215, 1.195, 1.569)
C (-2.416, 0.993, 0.428)
C (-0.935, 0.792, 0.571)
C (1.084, -0.579, -0.181)
C (-0.175, 1.421, 1.579)
N (1.691, -1.594, -0.940)
C (-0.763, 2.387, 2.577)
C (1.594, -1.554, -2.404)
C (2.647, -2.379, -0.164)
H (5.278, -1.810, -1.880)
H (-6.164, 1.286, 0.125)
H (-4.989, 0.939, -1.788)
H (-2.665, 0.580, -1.717)
H (2.873, 0.002, 0.841)
H (-0.854, -0.746, -1.103)
H (1.867, 1.888, 2.046)
H (-0.810, 3.408, 2.137)
H (0.004, 2.445, 3.419)
H (2.241, -0.812, -2.868)
H (0.577, -1.385, -2.790)
H (1.834, -2.542, -2.678)
H (2.600, -2.164, 0.930)
H (2.347, -3.448, -0.292)